[1]
ORCA calculation (ωB97M-V/def2-TZVPD) on a 9-piece molecular cluster, C52H134F16N21O9P7 overall in a non-equilibrium geometry.

XYZ file:
```
239
Properties=species:S:1:pos:R:3:forces:R:3
F 11.189 9.157 25.478 0.6340 -0.0745 -0.0435
C 11.222 9.279 24.125 -0.4331 -1.2202 0.7275
F 10.927 10.536 23.843 -0.1510 1.1506 -0.5550
C 12.573 8.899 23.535 -0.5216 -2.2067 -0.1103
F 12.738 7.472 23.706 -0.4262 2.0787 -0.4704
F 13.451 9.449 24.329 1.8818 0.8386 0.2247
C 12.642 9.239 22.037 -0.4839 0.7155 -0.5687
O 13.891 8.924 21.413 -0.5757 -0.6219 1.0772
C 13.927 7.966 20.443 -1.3286 1.0357 0.4937
F 13.104 6.913 20.712 1.1001 0.4430 -0.2420
F 13.484 8.528 19.294 -0.8353 -0.1264 -0.8014
C 15.390 7.777 20.180 0.2620 -1.8493 0.1844
F 16.014 7.373 21.288 0.4484 -0.5358 0.7300
F 15.599 6.850 19.212 -0.0887 0.2857 0.0505
H 10.482 8.599 23.780 -0.9550 -0.4343 -0.6987
H 12.502 10.328 21.865 0.1170 -0.5701 0.5574
H 11.758 8.763 21.551 0.7981 -0.0019 0.2679
H 15.770 8.727 19.930 0.5556 1.0350 -0.7671
F 12.642 14.967 25.359 -0.3690 0.2824 -0.1886
C 13.924 14.913 24.965 -0.2321 -0.6162 0.3235
F 14.629 14.501 26.034 0.4752 -0.3630 -0.1274
C 14.028 13.984 23.773 -0.2974 -1.9939 -1.1510
F 13.376 14.603 22.743 0.0424 -0.0619 0.3075
F 13.342 12.793 24.016 0.4021 1.0339 -0.0905
C 15.445 13.601 23.338 0.6115 0.6292 -0.1972
O 15.407 13.041 21.984 -0.3354 0.1506 1.0330
C 16.511 13.032 21.219 -0.9419 0.0458 -0.8055
F 16.714 14.260 20.608 0.3038 -0.3822 0.6020
F 17.642 12.722 21.896 -0.5641 0.0464 -0.5579
C 16.179 12.071 20.012 0.2776 -0.9612 1.7256
F 17.315 11.784 19.354 -0.1268 -0.0167 -0.1029
F 15.664 10.870 20.531 0.6743 1.3594 -0.6963
H 14.288 15.856 24.636 0.1958 1.2858 -0.0221
H 15.784 12.840 24.064 0.2831 0.3727 -0.3260
H 16.084 14.523 23.318 -0.4177 -0.7964 0.2192
H 15.438 12.515 19.356 -0.0740 0.0247 -0.0747
C 20.318 19.284 19.197 -0.4391 -1.0524 1.8235
N 20.811 18.974 20.571 -1.0394 0.7441 0.5120
C 22.252 18.802 20.745 -1.0248 -0.9940 -0.1750
P 19.817 19.418 21.845 0.2741 -0.4072 -0.9819
O 18.470 19.693 21.278 0.0907 0.0443 0.5885
N 20.020 18.189 22.955 1.3618 -0.4151 -1.5883
C 19.133 18.215 24.066 -2.6401 0.1669 -0.2403
C 20.283 16.827 22.465 -0.8174 -0.3996 -0.9233
N 20.447 20.738 22.639 0.2399 -1.9032 1.4342
C 20.084 22.013 22.124 -0.6991 -0.3620 -1.4065
C 21.208 20.592 23.891 -0.5964 1.1541 -0.3871
H 20.524 18.395 18.599 -0.1167 0.3247 -0.4693
H 20.828 20.156 18.899 0.8098 0.9593 -1.0664
H 19.240 19.543 19.250 0.7336 -0.5503 -0.0740
H 22.437 17.762 20.371 0.6944 0.8727 0.1927
H 22.531 18.852 21.817 -0.1297 0.0540 -0.6639
H 22.767 19.563 20.158 0.4051 -0.1327 0.0638
H 18.187 17.627 23.808 1.2384 0.7249 0.6741
H 19.588 17.842 24.956 0.3841 -0.4346 0.7315
H 18.778 19.251 24.268 0.2806 -0.7431 -0.1235
H 20.983 16.729 21.627 -0.1706 0.6793 0.2366
H 20.709 16.185 23.225 -0.0997 0.0484 0.6472
H 19.341 16.351 22.090 0.4732 0.2329 0.4380
H 20.512 22.080 21.124 0.0693 0.6503 -0.1393
H 19.009 22.119 22.013 -0.2852 -0.1428 -0.1111
H 20.365 22.819 22.731 0.9269 1.0046 0.9282
H 22.065 21.262 23.865 0.1370 -0.0077 0.1129
H 21.514 19.585 24.060 0.4004 -0.6238 -0.3079
H 20.592 20.823 24.758 -0.1366 0.3942 0.1987
C 17.718 11.766 15.409 -0.1442 0.8370 -0.0947
N 16.307 12.040 15.099 1.0268 -0.1094 0.1469
C 15.631 13.011 15.891 -0.0481 0.4830 1.9020
P 15.370 11.194 14.007 1.6339 -0.2869 0.4568
O 16.082 9.947 13.610 -0.7218 0.9204 -0.0556
N 13.931 10.992 14.742 -1.6201 -2.0244 1.1924
C 13.762 9.812 15.672 0.5641 1.0793 -0.7430
C 12.892 11.990 14.870 -1.5568 -0.3367 1.3556
N 14.901 12.352 12.910 0.2490 -0.5561 0.6830
C 13.878 11.965 11.993 -0.4227 0.5819 -0.5823
C 15.871 13.231 12.356 1.3164 0.5175 -0.5653
H 17.873 11.537 16.488 -0.2907 -0.1905 -0.6859
H 18.342 12.670 15.216 -0.3263 -0.4631 -0.0537
H 18.042 10.966 14.749 0.1478 -0.1259 0.2556
H 15.628 14.051 15.569 0.2211 0.1616 -0.5417
H 15.965 13.071 16.964 0.3337 -0.3633 -0.8786
H 14.616 12.694 15.996 -0.3340 0.2550 0.0558
H 14.602 9.140 15.627 0.4530 -0.0150 -0.2926
H 13.673 10.143 16.684 0.0968 0.5604 0.8591
H 12.886 9.214 15.516 -0.7136 -0.0700 -0.7464
H 13.015 12.813 14.177 -0.0442 -0.1400 -0.1674
H 11.856 11.501 14.753 1.4424 0.7757 0.0746
H 12.931 12.478 15.904 -0.4740 -0.7476 -1.0528
H 14.298 11.510 11.114 0.1291 -0.4255 -0.5953
H 13.218 11.269 12.482 -0.4467 -0.1151 -0.1787
H 13.367 12.886 11.671 -0.2765 -0.3846 0.0617
H 15.399 13.879 11.601 0.2250 -0.2809 0.1991
H 16.739 12.696 11.914 -0.4761 0.2425 -0.1807
H 16.297 13.869 13.121 0.0217 0.2219 0.2444
C 11.183 13.670 19.366 -3.4125 -0.8158 -0.8802
N 11.046 14.867 18.502 2.3467 -1.6998 1.1750
C 12.286 15.163 17.769 -0.5221 0.7488 0.9162
P 9.662 15.608 18.147 -1.9735 2.2272 0.5240
O 8.547 15.235 19.063 0.9046 0.1120 -0.5769
N 9.918 17.318 18.180 -0.3768 -0.7652 0.0657
C 10.554 18.025 17.076 1.1689 -0.7616 0.0476
C 9.518 18.129 19.346 0.1137 0.0745 -0.1227
N 9.449 15.415 16.511 -1.3443 0.1730 -0.2466
C 9.918 14.286 15.729 0.0940 0.3522 -0.5905
C 8.307 16.163 15.888 1.0899 0.0974 0.0185
H 11.947 13.667 20.083 1.3374 0.7836 0.9685
H 11.363 12.815 18.714 0.1832 -0.2744 -0.1539
H 10.212 13.384 19.925 1.3723 0.9719 -1.0039
H 13.109 15.443 18.456 -0.2994 -0.5310 -0.1217
H 12.097 16.076 17.225 0.1738 0.0069 -0.6225
H 12.565 14.337 17.117 0.1615 0.0310 -0.1026
H 11.548 18.449 17.332 -0.2649 -0.3040 0.1445
H 10.698 17.375 16.190 -0.0778 0.1824 0.7025
H 9.999 18.851 16.716 -1.0458 0.9955 -0.1510
H 10.373 18.655 19.818 -0.1845 -0.4578 -0.1730
H 8.800 18.917 19.096 0.0788 0.0315 -0.5017
H 8.972 17.547 20.093 0.4609 -0.3246 -0.1900
H 9.108 13.688 15.277 0.0425 0.5503 0.0052
H 10.571 14.720 14.938 -0.2504 -0.7764 0.1500
H 10.454 13.552 16.318 0.4155 0.1798 0.2847
H 7.537 15.473 15.563 -0.0614 -0.2196 -0.1888
H 8.650 16.789 15.021 -0.2046 -0.6067 0.6321
H 7.846 16.822 16.621 0.1727 0.0083 0.0336
C 12.275 11.827 27.815 -1.2919 1.3499 0.4193
N 13.171 11.195 28.714 1.8460 -1.6542 0.8027
C 14.419 10.719 28.120 -0.3335 1.2137 -0.8015
P 12.808 10.736 30.271 -2.6180 1.3149 -0.6546
O 11.396 11.234 30.450 1.5612 -0.5347 0.8614
N 13.107 9.130 30.274 -0.0185 -2.1262 -0.0950
C 12.627 8.282 29.141 0.7866 2.1521 -0.0025
C 13.185 8.251 31.448 0.0672 0.4586 -0.2878
N 13.887 11.273 31.423 0.8056 0.7938 -0.2287
C 15.319 10.917 31.400 -0.2939 0.3146 -0.3137
C 13.781 12.701 31.817 -1.6195 -1.2763 0.3607
H 12.086 11.194 26.963 -0.2946 -0.3452 -0.4600
H 12.716 12.772 27.422 -0.3065 -0.3616 0.2507
H 11.316 12.036 28.379 1.1053 -0.1469 -0.8786
H 15.166 10.520 28.841 0.5622 -0.3620 1.0087
H 14.786 11.599 27.605 0.4984 -0.0742 -0.7564
H 14.410 9.851 27.426 -0.5675 0.4209 0.2197
H 13.414 7.559 28.941 -0.2663 -0.4818 0.0628
H 11.645 7.854 29.381 0.2958 -0.0215 -0.3507
H 12.631 8.978 28.280 -0.6624 -0.7877 0.1763
H 13.971 7.496 31.249 -0.3103 0.3374 0.4375
H 13.335 8.804 32.369 0.4346 0.0913 0.0150
H 12.227 7.750 31.568 -0.1277 -0.3116 0.0256
H 15.924 11.726 30.871 -0.5632 -1.0024 0.6276
H 15.651 10.794 32.439 0.1691 0.2709 -0.2127
H 15.434 9.955 30.910 0.2170 -0.0227 -0.1269
H 14.309 13.348 31.108 -0.3264 0.1255 0.2172
H 14.175 12.759 32.817 0.6815 0.3187 0.2956
H 12.698 12.882 31.982 0.6437 0.4432 -0.7230
C 16.747 9.264 24.109 -0.6672 1.3137 -0.9425
N 17.920 10.132 24.069 0.2196 -0.1765 0.3819
C 18.836 10.034 22.950 -0.8598 -1.5385 -0.6791
P 18.118 11.077 25.391 0.9461 0.3355 -0.3109
O 16.910 11.814 25.748 -1.4483 0.5200 0.5306
N 18.698 10.122 26.607 -0.5747 0.4077 0.3805
C 19.273 8.827 26.376 0.6438 -0.6244 0.7984
C 18.296 10.419 27.984 -1.7036 -1.1057 0.2658
N 19.312 12.141 25.025 1.4826 -0.2252 0.6833
C 20.739 11.887 25.268 -0.7411 -0.7548 -0.2764
C 19.094 13.443 24.451 -0.5410 -0.1311 -1.7190
H 16.388 9.334 23.083 -0.8192 -0.1014 0.0271
H 15.979 9.641 24.830 0.7619 -0.2591 -0.7045
H 16.924 8.227 24.254 0.5745 -1.0436 0.5451
H 19.467 10.879 22.877 0.6327 0.9545 0.1844
H 18.274 9.989 21.980 0.2449 -0.0567 0.7868
H 19.478 9.126 22.996 -0.3226 0.3503 -0.0213
H 19.353 8.602 25.319 0.0220 0.1012 -0.1295
H 20.285 8.729 26.837 -0.4837 0.1985 -0.3147
H 18.667 8.041 26.841 -0.1054 -0.0124 -0.0632
H 17.430 9.759 28.335 0.9189 0.4102 -0.6707
H 19.093 10.175 28.669 0.5064 0.3643 0.2448
H 17.867 11.419 28.126 0.6617 -0.0625 -0.3071
H 21.022 10.878 25.568 -0.6372 -0.1144 0.1307
H 21.240 12.030 24.346 0.8081 0.3248 -1.0929
H 21.173 12.549 25.985 0.0833 0.7033 0.6480
H 18.053 13.745 24.562 0.0418 0.0391 0.3780
H 19.244 13.452 23.316 0.3353 0.0778 1.4113
H 19.753 14.154 24.937 0.0380 0.3165 -0.0463
C 18.109 17.902 28.995 0.4118 -0.4920 1.7191
N 18.962 16.806 29.481 -0.8566 -1.4458 0.4886
C 20.097 17.228 30.303 -0.4880 -0.6211 -0.1838
P 18.066 15.485 30.074 -2.3751 1.8687 1.1458
O 17.127 15.654 31.255 1.7760 0.0183 -1.1650
N 17.074 15.185 28.786 1.6112 -0.8400 0.0741
C 17.583 14.851 27.477 -1.1853 -0.1456 -0.9284
C 15.674 14.991 28.928 -1.2272 -1.1067 -0.9999
N 19.238 14.396 30.407 1.2530 -0.9490 -0.6726
C 20.092 13.898 29.293 -1.0846 -1.0998 0.7075
C 18.891 13.419 31.428 0.5090 -1.6468 0.0147
H 17.328 17.609 28.303 0.3011 -0.1389 -0.2676
H 18.850 18.561 28.616 -0.0074 1.2264 -0.8178
H 17.642 18.308 29.902 -0.1989 0.5414 -0.3874
H 20.852 17.666 29.687 0.6960 0.1169 -0.5260
H 20.433 16.335 30.802 0.6345 -0.1687 0.0189
H 19.913 17.933 31.094 -0.7736 0.5531 0.3510
H 18.606 15.080 27.380 1.4340 -0.1143 0.2627
H 17.363 13.795 27.183 0.2012 0.7001 0.1676
H 17.168 15.520 26.700 -0.4719 -0.2468 0.1957
H 15.336 13.929 28.573 0.5017 1.6941 0.6878
H 15.316 15.224 29.920 0.1634 -0.2076 0.2234
H 15.255 15.732 28.252 -0.7899 -0.1356 -0.2360
H 19.554 13.082 28.754 0.1596 0.8025 -0.2027
H 20.430 14.705 28.658 -0.1621 0.0999 -0.1966
H 20.950 13.367 29.679 0.4620 0.1904 0.5121
H 18.442 13.953 32.259 0.0440 -0.1674 0.1285
H 19.814 12.823 31.765 -1.1543 1.0495 -0.4674
H 18.146 12.652 31.060 0.6133 0.6299 0.2648
C 16.968 21.407 24.146 1.0869 -0.2964 0.3565
N 15.734 20.814 23.622 0.2586 0.1613 -0.4622
C 15.578 21.117 22.165 -0.2842 -0.6231 0.0416
P 15.279 19.374 24.324 -1.0567 0.4164 0.5132
O 16.250 18.277 24.447 0.2615 -0.4338 -0.0014
N 14.809 19.863 25.879 0.3732 0.3132 -0.8117
C 14.269 21.178 26.196 0.2530 -0.4519 0.1161
C 14.617 18.883 26.927 -0.0174 1.3964 0.6723
N 13.986 18.839 23.402 1.1393 -1.9597 -0.3650
C 14.243 17.802 22.353 -1.3006 -0.0661 -0.1791
C 12.698 19.397 23.367 -1.3202 0.6077 -0.8379
H 17.193 21.106 25.219 -0.5897 0.3355 -1.2444
H 16.831 22.496 24.086 0.4215 -0.1888 0.1617
H 17.872 21.084 23.534 -1.0963 0.4750 0.6058
H 16.064 22.055 21.890 0.1556 -0.0331 0.4810
H 14.548 21.226 21.813 -0.1752 -0.0952 0.6226
H 16.020 20.347 21.541 0.3453 -0.1249 0.0180
H 14.700 21.573 27.141 -0.1483 -0.3027 -0.4385
H 14.556 21.837 25.377 -0.5106 0.2055 0.1623
H 13.188 21.053 26.334 -0.0072 0.6185 -0.0809
H 15.087 19.171 27.895 -0.0031 -0.0508 -0.6994
H 13.581 18.721 27.138 -1.0056 0.0851 0.1586
H 14.979 17.972 26.596 1.0594 -1.8678 -0.4423
H 14.374 18.320 21.393 0.4754 -0.2275 0.0566
H 15.098 17.203 22.656 0.1765 0.2134 -0.3108
H 13.376 17.065 22.119 0.9934 1.3760 1.0919
H 11.912 18.631 23.447 0.2121 0.0066 -0.1525
H 12.511 19.974 22.421 0.0190 -0.2739 0.6909
H 12.554 20.035 24.216 -0.0974 0.6543 0.3936
```
Forces are in eV/Å.

Properties
* multiplicity: 1
* SMILES: FC(F)C(F)(F)COC(F)(F)C(F)F.FC(F)C(F)(F)COC(F)(F)C(F)F.CN(C)P(=O)(N(C)C)N(C)C.CN(C)P(=O)(N(C)C)N(C)C.CN(C)P(=O)(N(C)C)N(C)C.CN(C)P(=O)(N(C)C)N(C)C.CN(C)P(=O)(N(C)C)N(C)C.CN(C)P(=O)(N(C)C)N(C)C.CN(C)P(=O)(N(C)C)N(C)C

***

[2]
ORCA calculation (ωB97M-V/def2-TZVPD) on C5H6BrN as an isolated structure in a non-equilibrium geometry.

XYZ file:
```
13
Properties=species:S:1:pos:R:3:forces:R:3
C 2.895 -0.977 1.096 -4.3606 3.5381 1.7616
C -0.512 0.339 0.071 -0.1421 -0.8559 -0.0773
C -0.099 -0.721 0.756 3.5693 1.0166 1.5852
C 1.643 -0.532 1.681 -3.9192 -1.3316 -0.5174
C -1.782 0.549 -0.654 -3.2274 -1.1193 3.6252
N 2.708 0.272 1.013 -0.2144 -0.3004 0.4823
Br -1.074 -2.280 1.230 0.1695 0.5199 -0.0625
H 3.510 -1.713 0.860 2.8978 -2.9754 -1.1581
H 0.226 1.038 -0.244 0.9383 0.6441 0.5050
H 1.202 -0.552 2.779 1.8324 0.4218 -2.1644
H -1.556 0.836 -1.619 -0.1057 0.1931 -2.2930
H -2.430 -0.359 -0.457 0.8235 0.4925 -1.2881
H -2.552 1.282 -0.212 1.7386 -0.2437 -0.3984
```
Forces are in eV/Å.

Properties
* multiplicity: 1
* energy above the lowest of the compared OMol25 structures with the same formula, charge and spin: 357.7 kJ/mol

***

no.,DFT total energy (hartree),HOMO level (eV)
1,-7876.3694,-8.1038
2,-2822.7019,-9.0290